C7H13ClINO | ωB97M-V/def2-TZVPD

```
24
Properties=species:S:1:pos:R:3:lowdin_charge:R:1
I 1.643 0.076 2.517 0.799
C 0.885 0.956 0.605 -0.602
C 2.228 1.074 -0.276 -0.232
C 1.799 0.275 -1.543 -0.135
N 1.042 -0.835 -0.880 0.061
C -0.021 -0.082 -0.148 -0.360
C -1.054 -0.881 0.673 -0.107
C -2.449 -0.804 -0.074 -0.305
C -3.035 0.656 -0.234 -0.042
O -3.537 -0.373 0.699 -0.043
H 0.287 1.871 0.682 0.084
H 2.385 2.149 -0.420 0.113
H 3.107 0.547 0.111 0.062
H 1.134 0.981 -2.069 0.129
H 2.554 -0.004 -2.288 0.129
H 0.780 -1.641 -1.449 0.189
H 1.710 -1.219 -0.188 0.147
H -0.570 0.385 -0.983 0.132
H -1.258 -0.429 1.651 0.111
H -0.826 -1.954 0.760 0.121
H -2.621 -1.515 -0.900 0.140
H -3.333 0.528 -1.275 0.108
H -2.225 1.272 0.151 0.098
Cl 1.376 -1.033 4.880 -0.598
```

Properties
**HOMO-LUMO gap**: 6.2 eV
**Energy**: -31625.849 eV
**HOMO level**: -6.830 eV

---

C7H13CuFO3 | ωB97M-V/def2-TZVPD

```
25
Properties=species:S:1:pos:R:3:lowdin_charge:R:1
C -2.022 -1.772 0.182 -0.055
C -0.642 -1.377 0.692 -0.412
C -0.031 -2.401 1.656 -0.036
C -0.691 0.000 1.312 -0.124
O 0.644 0.460 1.650 0.076
C 1.440 0.890 0.702 -0.544
O 2.597 0.672 0.579 0.240
O 0.811 1.880 -0.112 -0.118
C 0.396 1.447 -1.444 -0.124
C 1.312 2.005 -2.497 -0.167
F 2.589 1.508 -2.346 0.001
H -2.741 -1.891 0.988 0.093
H -1.938 -2.701 -0.375 0.089
H -2.402 -1.026 -0.517 0.078
H 0.021 -1.330 -0.180 0.126
H -0.227 -2.143 2.694 0.089
H 1.047 -2.445 1.530 0.085
H -0.440 -3.387 1.460 0.084
H -1.234 -0.020 2.252 0.147
H -1.192 0.727 0.674 0.120
H 0.374 0.362 -1.488 0.136
H -0.616 1.816 -1.606 0.141
H 1.360 3.098 -2.424 0.120
H 0.934 1.725 -3.481 0.143
Cu 0.651 3.901 0.099 0.812
```

Properties
**Total charge**: +1
**HOMO-LUMO gap**: 8.4 eV
**Energy**: -60960.826 eV
**HOMO level**: -14.570 eV